[1]
86
Properties=species:S:1:pos:R:3:forces:R:3 method="wB97M-V/def2-TZVPD" charge=-1 lumo_energy_ha=0.0590 homo_lumo_gap_ev=5.26 relative_energy_kcal_mol=0.00 energy_ha=-2074.8668 multiplicity=1
C 4.629 -1.053 -1.360 0.1 0.0 -0.4
C 3.863 0.064 -2.096 0.2 0.3 0.3
C 2.604 0.523 -1.346 0.0 -0.5 -0.1
C 1.488 -0.539 -1.313 0.2 0.2 -0.1
In -0.636 0.123 -1.364 -0.2 -0.5 -0.2
C -1.341 0.107 -3.470 0.1 0.0 0.1
O -1.069 1.936 -0.336 -0.2 -0.1 -0.1
C -0.366 3.093 -0.669 -0.3 0.1 0.2
C -0.590 3.562 -2.107 0.3 0.2 0.1
B -1.845 -1.472 -0.209 -0.1 0.4 -0.2
N -2.283 -2.781 -0.734 -0.2 0.1 0.1
O -2.181 -1.214 1.143 -0.5 -0.8 0.1
H 4.222 -1.226 -0.366 0.0 -0.1 -0.1
H 5.683 -0.786 -1.238 0.0 0.0 0.1
H 4.619 -1.982 -1.935 -0.1 -0.1 0.2
H 3.603 -0.236 -3.115 -0.1 0.0 0.1
H 4.522 0.938 -2.198 0.0 -0.1 -0.1
H 2.254 1.449 -1.810 0.0 0.0 0.1
H 2.920 0.728 -0.317 -0.1 0.3 -0.1
H 1.591 -1.169 -2.210 -0.1 0.0 0.0
H 1.633 -1.215 -0.461 0.0 0.0 0.0
H -1.278 -0.936 -3.810 0.0 0.0 0.0
H -2.384 0.416 -3.558 0.1 0.1 -0.1
H -0.709 0.702 -4.135 -0.1 0.1 0.0
H 0.717 2.988 -0.484 0.0 -0.1 -0.1
H -0.700 3.909 -0.003 0.1 0.0 0.0
H 0.130 4.353 -2.350 -0.1 0.0 0.0
H -1.589 3.990 -2.215 0.0 -0.2 -0.1
H -0.433 2.750 -2.821 -0.1 0.0 0.0
H -1.600 -3.529 -0.670 -0.2 -0.1 0.2
H -2.545 -2.675 -1.707 0.5 -0.1 -0.1
H -2.944 -0.618 1.042 0.4 0.5 0.1
O 4.729 -0.014 1.763 0.0 0.0 0.0
H 4.104 0.107 2.490 0.1 0.1 0.1
H 5.468 0.550 2.008 0.0 0.0 0.0
O -0.159 -3.464 2.472 0.0 0.0 0.0
H -0.327 -2.717 1.884 0.0 0.1 0.1
H -0.970 -3.528 2.993 0.0 0.0 -0.1
O 1.808 1.215 -4.609 0.0 0.0 0.0
H 1.732 0.387 -5.094 0.0 0.0 0.0
H 2.497 1.707 -5.065 -0.1 -0.1 -0.1
O 3.832 0.636 4.447 -0.2 0.0 0.0
H 3.953 -0.063 5.101 0.2 0.0 0.0
H 3.710 1.444 4.952 0.0 0.0 0.0
O -4.947 0.599 -2.854 -0.3 0.2 0.2
H -5.384 -0.150 -2.436 0.1 -0.1 0.0
H -4.494 1.029 -2.113 0.2 -0.2 0.0
O -1.885 6.716 -1.876 0.0 0.2 0.1
H -2.113 7.380 -2.537 -0.1 -0.1 -0.1
H -2.702 6.546 -1.398 0.0 0.0 0.0
O -4.724 -2.466 2.619 -0.1 0.1 -0.1
H -4.845 -1.566 2.941 0.0 0.0 0.0
H -4.035 -2.364 1.940 0.2 -0.2 0.1
O 3.023 3.505 -6.264 0.2 0.1 -0.1
H 3.519 3.877 -5.527 0.0 0.0 0.0
H 2.821 4.249 -6.839 -0.1 0.0 0.0
O -3.932 1.079 0.091 0.2 -0.1 -0.1
H -4.500 1.152 0.865 0.0 0.4 -0.1
H -3.151 1.662 0.196 0.2 -0.3 -0.1
O 6.065 -0.877 5.894 0.2 0.0 0.1
H 5.910 -1.638 5.317 -0.2 0.0 0.1
H 6.951 -0.564 5.692 0.0 0.0 -0.1
O -5.642 -2.834 5.529 -0.2 0.0 0.0
H -5.408 -2.747 4.597 0.2 -0.1 0.0
H -5.985 -3.732 5.593 0.1 0.0 0.0
O -3.259 7.101 -4.514 -0.1 0.1 0.0
H -3.025 7.071 -5.446 0.0 0.0 0.0
H -3.482 6.193 -4.281 0.1 0.0 0.0
O 3.288 0.862 -7.580 0.0 0.0 -0.1
H 3.181 1.752 -7.216 0.0 0.0 0.0
H 3.975 0.945 -8.247 0.0 0.0 0.0
O 4.432 -2.959 5.328 0.0 0.0 0.0
H 4.370 -3.423 6.172 -0.1 0.0 -0.1
H 3.799 -3.413 4.764 0.0 0.1 -0.1
O -4.998 -5.533 3.373 -0.1 0.0 0.0
H -4.931 -5.989 2.529 0.0 0.0 0.0
H -4.915 -4.599 3.142 0.1 0.1 0.0
O -6.620 1.676 0.678 -0.1 0.0 0.2
H -7.538 1.553 0.934 0.0 0.0 -0.1
H -6.615 1.795 -0.277 0.1 -0.1 0.0
O -1.181 -3.615 5.126 0.1 0.0 0.1
H -0.260 -3.424 4.909 0.0 0.0 0.0
H -1.158 -4.419 5.653 0.0 0.0 0.0
O 3.441 -5.252 6.776 0.0 -0.1 0.1
H 3.482 -5.813 7.555 0.0 0.0 0.0
H 3.109 -5.822 6.075 0.0 0.0 0.0

[2]
16
Properties=species:S:1:pos:R:3:forces:R:3 method="wB97M-V/def2-TZVPD" lumo_energy_ha=0.0200 homo_lumo_gap_ev=8.61 energy_ha=-3756.8505 multiplicity=1
C -1.050 0.226 -0.085 0.5 0.3 -0.6
C -0.981 -1.144 0.036 0.6 -0.6 0.0
C 0.060 1.027 -0.276 1.7 -3.1 0.9
C 0.238 -1.815 0.088 -0.3 3.4 0.3
C 1.271 0.385 -0.144 1.9 -0.8 -0.1
C 1.322 -1.012 0.104 1.5 0.9 -0.7
C 3.687 -0.062 0.186 -2.2 2.5 -0.6
N 2.550 0.951 -0.304 1.1 -2.6 1.2
S 2.951 -1.728 0.170 0.0 1.4 -0.4
Cl 4.246 0.310 1.867 -0.3 0.2 0.0
Br 5.217 0.206 -0.921 0.3 -0.2 -0.5
H -1.895 0.831 -0.143 -2.1 0.0 0.1
H -1.766 -1.828 0.067 -2.0 -0.2 0.1
H 0.114 2.033 -0.437 -0.7 2.6 -0.4
H 0.462 -2.801 0.225 -0.5 -2.8 0.2
H 2.694 1.900 -0.660 0.4 -0.9 0.5